Here is an isolated molecule of C18H30BCl2FO6 at a distorted geometry from OMol25. Energies are from ωB97M-V with the def2-TZVPD basis set.

The geometry in XYZ format:
```
58
Properties=species:S:1:pos:R:3:forces:R:3:nbo_charge:R:1
C -2.4819 2.5768 1.6149 0.095 -0.079 0.170 -0.598
C -1.9757 1.1380 1.6818 -0.190 0.385 0.074 -0.468
C -0.5088 0.9440 1.2619 -0.205 -0.141 0.429 0.644
F -0.0158 2.1498 0.8433 0.176 0.078 -0.231 -0.352
O 0.2063 0.6647 2.4846 -0.673 0.076 0.157 -0.561
C 0.5548 -0.6588 2.4165 0.243 0.928 -0.867 0.818
O 0.2767 -1.4431 3.2497 0.077 -0.782 0.977 -0.528
C 1.1591 -0.8194 1.0444 -0.441 -0.486 0.015 -0.127
C 1.5164 -2.2738 0.7743 0.273 -0.427 0.822 -0.465
C 2.5415 -2.8740 1.7420 0.196 1.496 -0.529 0.079
C 3.8979 -3.1431 1.2462 -1.020 -2.884 0.284 -0.144
O 2.8149 -4.2025 1.5221 0.416 0.036 0.045 -0.512
C 2.3600 0.1710 0.9303 0.356 -0.243 0.089 -0.216
Cl 3.3876 -0.2747 -0.4645 0.039 0.047 -0.109 -0.015
C 3.1555 0.3485 2.2667 0.359 0.476 -0.001 -0.202
C 2.9419 1.7455 2.8783 -0.167 -0.312 0.115 -0.621
Cl 4.9280 0.0967 2.1072 0.034 -0.156 -0.045 -0.051
C -0.1390 -0.2320 0.2796 1.018 0.454 -0.425 -0.459
C -1.2571 -1.2804 0.1121 -0.156 0.044 0.167 -0.410
C -2.2040 -1.2213 -1.0966 -0.419 -0.504 0.228 -0.402
C -3.2266 -0.1089 -1.2833 0.088 0.182 -0.383 -0.404
C -2.6994 1.2792 -1.6465 -0.211 0.152 -0.041 -0.424
C -2.3210 1.4562 -3.1104 -0.464 -0.096 -0.115 -0.053
O -1.7096 0.2915 -3.6438 0.438 0.065 0.233 -0.575
C -1.0337 0.4996 -4.8656 0.010 -0.108 -0.077 -0.250
B 0.4188 0.1437 -1.1761 -0.311 -0.094 -0.235 1.280
O 0.5061 1.4167 -1.6382 0.190 0.170 0.138 -0.910
O 0.8085 -0.9068 -2.0007 -0.194 -0.135 0.091 -0.979
H -1.9363 3.2153 2.3043 0.100 0.078 0.020 0.214
H -3.5216 2.5736 1.9323 -0.147 0.094 -0.055 0.211
H -2.4086 3.0110 0.6251 -0.033 0.039 -0.133 0.210
H -2.0461 0.8470 2.7263 0.085 -0.273 0.061 0.238
H -2.6596 0.4944 1.1485 0.072 -0.064 -0.269 0.217
H 0.6465 -2.9033 0.9395 -0.162 0.053 -0.125 0.233
H 1.8918 -2.4365 -0.2275 -0.179 0.066 -0.247 0.253
H 2.4785 -2.5614 2.7811 -0.207 -0.134 0.062 0.186
H 4.0679 -3.3015 0.1944 0.381 0.961 -0.202 0.205
H 4.6791 -3.4159 1.9374 0.406 0.770 -0.004 0.205
H 2.0283 1.1574 0.6432 -0.319 0.100 0.078 0.247
H 2.8709 -0.3994 2.9971 -0.113 -0.185 -0.063 0.218
H 3.8573 2.1043 3.3307 0.133 0.065 0.007 0.231
H 2.5922 2.4601 2.1408 0.058 0.115 -0.119 0.216
H 2.1918 1.6857 3.6596 -0.171 0.066 0.041 0.229
H -0.8088 -2.2629 0.0430 0.181 -0.043 -0.110 0.233
H -1.8562 -1.3281 1.0209 -0.048 -0.014 0.127 0.213
H -1.6790 -1.3705 -2.0317 0.203 0.131 -0.027 0.208
H -2.7938 -2.1363 -0.9943 -0.053 -0.091 -0.001 0.215
H -3.8658 -0.4223 -2.1113 -0.100 -0.075 -0.055 0.213
H -3.9016 -0.0397 -0.4322 0.067 0.006 0.231 0.203
H -3.5200 1.9787 -1.4803 0.007 0.174 0.081 0.215
H -1.8916 1.6198 -1.0082 0.190 -0.177 0.092 0.212
H -3.2368 1.6641 -3.6760 -0.033 -0.041 -0.151 0.164
H -1.6675 2.3204 -3.2375 0.153 0.056 0.081 0.176
H -0.0729 -0.0144 -4.8344 0.077 -0.080 0.025 0.178
H -0.8407 1.5556 -5.0500 -0.017 0.131 -0.014 0.176
H -1.6023 0.0904 -5.6999 -0.130 0.045 -0.098 0.183
H 0.9541 1.4163 -2.4917 -0.013 0.033 -0.075 0.496
H 0.1494 -1.0851 -2.6794 0.054 0.052 -0.138 0.508
```
Forces are in eV/Å.

Output
Orbital gap: 10.246 eV
2S+1: 1


Here is a cluster of 2 separate species, C18H30BN3O8P2 in total at a distorted geometry from OMol25. Energies are from ωB97M-V with the def2-TZVPD basis set.

The geometry in XYZ format:
```
62
Properties=species:S:1:pos:R:3:forces:R:3:nbo_charge:R:1
H 5.1884 -2.7025 1.9497 0.421 0.114 0.475 0.308
N 5.9927 -2.0571 2.0273 -0.801 -0.066 -1.348 -0.599
C 6.0301 -1.4047 0.9247 0.761 0.285 0.384 0.329
C 7.1902 -0.3643 0.7831 -0.697 0.101 -0.596 -0.672
C 4.9659 -1.6092 -0.2320 0.098 0.993 0.034 -0.516
C 3.8946 -0.4632 -0.1560 -0.256 0.837 -0.203 0.016
C 2.6358 -0.5622 0.6128 0.341 1.243 -1.727 -0.222
P 2.2474 -2.1686 1.5176 0.226 1.151 2.926 1.247
N 2.1980 -1.9118 3.0996 0.454 -0.851 -0.967 -1.295
C 1.6726 0.5691 0.6867 1.667 -0.235 -1.248 -0.415
B 0.3471 0.4032 1.5769 -0.599 0.425 1.679 1.177
O 0.5249 0.4250 2.9605 -0.275 -0.202 -1.691 -0.869
O -0.9703 0.2841 1.0953 1.566 -1.594 0.122 -0.741
C -1.1307 -0.7492 0.1088 -0.947 0.305 -1.788 -0.269
C 1.9608 1.8238 -0.0228 1.661 -0.958 -0.543 0.163
C 1.0698 3.0987 -0.0018 0.174 -0.324 -0.158 -0.484
C -0.4044 2.9009 -0.5376 -0.897 0.077 1.560 -0.402
C -1.3905 3.3563 0.6359 0.987 0.349 -0.149 -0.607
C 3.2038 1.8705 -0.7736 1.098 -1.250 0.255 -0.143
C 4.1923 0.7693 -0.8676 -2.411 -0.109 2.045 -0.157
C 5.4225 1.1914 -1.7199 -2.665 0.618 1.028 0.702
O 6.4651 0.6518 -1.9201 -0.302 0.006 -0.281 -0.507
N 4.9964 2.4661 -2.2775 0.296 -0.726 -0.665 -0.704
C 3.8398 3.0229 -1.6003 -0.167 -1.253 0.638 0.681
O 3.5502 4.1775 -1.7061 -0.262 -0.375 -0.026 -0.497
H 7.8697 -0.3755 1.6641 -0.699 -0.304 -0.595 0.241
H 6.7727 0.6772 0.6933 0.339 -0.991 0.051 0.221
H 7.7617 -0.5581 -0.1600 -0.455 0.176 0.844 0.236
H 5.4591 -1.5290 -1.2370 -0.326 -0.098 0.993 0.254
H 4.4816 -2.6097 -0.1660 0.576 0.770 0.045 0.221
H 3.2679 -3.1382 1.3040 -0.736 0.254 -0.952 -0.030
H 0.9631 -2.6733 1.1261 0.691 0.282 -0.781 -0.045
H 2.9137 -2.5232 3.5145 -0.374 0.463 0.085 0.369
H -0.1261 -0.1548 3.3911 0.133 0.525 0.021 0.507
H -0.1777 -1.1544 -0.3140 -0.546 0.467 0.501 0.177
H -1.6884 -0.2774 -0.7512 0.522 -0.589 0.712 0.193
H -1.7572 -1.6163 0.4344 0.541 0.829 0.274 0.197
H 1.5549 3.8965 -0.6115 -0.169 -0.744 0.590 0.259
H 1.0687 3.4696 1.0624 -0.177 -0.370 -0.973 0.229
H -0.6049 1.8244 -0.7734 0.209 1.049 -0.046 0.207
H -0.6622 3.5505 -1.4071 0.642 -0.644 0.460 0.214
H -1.3683 2.6297 1.4886 -0.301 0.555 -0.903 0.216
H -2.4226 3.5700 0.2718 0.731 -0.366 0.400 0.211
H -0.9459 4.3060 1.0506 -0.713 -0.710 -0.438 0.198
H 4.6894 2.1984 -3.2231 0.589 0.873 -0.046 0.403
C -6.8473 -3.3297 -2.3257 -0.231 -0.376 -0.154 -0.247
O -6.0007 -2.2824 -1.8469 0.043 0.187 0.411 -0.814
P -6.4617 -1.5019 -0.5378 0.066 -0.012 0.191 2.563
O -7.7599 -1.9030 0.0208 0.285 0.055 -0.285 -1.103
O -6.3621 0.0287 -0.9719 0.301 -0.267 0.328 -0.813
C -7.2887 0.4801 -1.9551 -0.308 0.102 -0.279 -0.261
O -5.2149 -1.6782 0.4365 -0.213 0.044 -0.788 -0.802
C -5.2646 -0.9753 1.6743 -0.087 0.308 0.525 -0.261
H -7.7874 -2.9129 -2.6886 -0.007 -0.083 0.082 0.187
H -6.3405 -3.8285 -3.1503 0.137 0.168 0.071 0.193
H -7.0430 -4.0577 -1.5385 -0.077 0.069 -0.040 0.197
H -8.3025 0.1562 -1.7113 0.043 -0.005 0.019 0.198
H -7.0040 0.0956 -2.9366 -0.013 -0.001 0.028 0.183
H -7.2628 1.5679 -1.9797 0.110 -0.068 0.104 0.199
H -6.1408 -1.2787 2.2496 0.008 0.025 -0.051 0.199
H -5.2930 0.1009 1.4953 -0.012 -0.030 0.023 0.191
H -4.3679 -1.2111 2.2447 0.008 -0.101 -0.184 0.195
```
Forces are in eV/Å.

Output
Orbital gap: 7.505 eV
Energy relative to the best compared isomer or geometry (same formula, charge and spin): 0.000 eV
2S+1: 1


Here is a structure of composition C18H30BrMnN4STe at a distorted geometry from OMol25. Energies are from ωB97M-V with the def2-TZVPD basis set.

The geometry in XYZ format:
```
56
Properties=species:S:1:pos:R:3:forces:R:3:nbo_charge:R:1
Mn -0.1880 -1.0111 -0.3258 0.272 -1.009 -0.303 0.691
N 0.9363 -1.4841 1.4834 -0.095 0.124 0.054 -0.830
C 0.3313 -2.6687 2.1238 0.009 0.035 0.040 -0.227
C 0.2781 -3.8216 1.1273 -0.160 -0.007 0.034 -0.227
N -0.0609 -3.3075 -0.2139 0.198 0.110 -0.066 -0.660
C -1.0906 -3.9980 -1.0131 -0.007 0.011 0.096 -0.228
C -2.2301 -3.0316 -1.2930 -0.023 -0.044 0.017 -0.225
N -1.6556 -1.7226 -1.6550 -0.218 0.220 -0.038 -0.773
H 0.9395 -0.7001 2.1301 0.008 -0.001 0.004 0.403
H 1.9205 -1.6430 1.2789 0.012 0.034 0.035 0.400
H 0.8710 -2.9727 3.0237 0.003 -0.004 -0.011 0.211
H -0.6788 -2.3929 2.4289 -0.003 -0.013 -0.014 0.197
H 1.2294 -4.3578 1.0996 0.019 0.046 0.006 0.205
H -0.4776 -4.5396 1.4477 0.009 -0.006 -0.006 0.215
H 0.7937 -3.2949 -0.7571 0.002 -0.113 0.009 0.387
H -0.6481 -4.3453 -1.9491 -0.027 0.038 -0.022 0.206
H -1.4652 -4.8826 -0.4968 0.015 0.003 0.010 0.217
H -2.8925 -3.4265 -2.0668 0.032 0.013 -0.024 0.212
H -2.8319 -2.8952 -0.3957 0.003 -0.002 0.007 0.195
H -1.2026 -1.7793 -2.5624 -0.111 -0.001 -0.057 0.388
H -2.3897 -1.0291 -1.7609 -0.011 -0.019 -0.021 0.402
C 1.7825 1.3301 -3.2884 0.010 0.029 -0.059 -0.605
C 0.4772 1.2795 -2.4890 -0.022 -0.247 -0.153 -0.190
C 0.2546 2.6196 -1.7872 -0.024 0.066 0.017 -0.595
C -0.6885 1.0440 -3.4660 -0.068 -0.050 -0.027 -0.591
C 0.4633 0.1343 -1.5022 0.508 0.769 0.473 -0.283
H 1.7411 2.1243 -4.0369 -0.018 -0.002 -0.002 0.216
H 1.9558 0.3868 -3.8115 -0.003 -0.006 0.002 0.203
H 2.6355 1.5228 -2.6393 -0.011 0.004 0.002 0.228
H 0.2939 3.4329 -2.5148 0.022 -0.008 -0.008 0.221
H 1.0239 2.7995 -1.0334 0.001 -0.028 0.001 0.213
H -0.7251 2.6635 -1.3087 -0.013 -0.019 -0.006 0.199
H -0.7699 1.8777 -4.1661 0.022 0.000 -0.005 0.229
H -1.6412 0.9642 -2.9359 0.008 0.027 0.017 0.194
H -0.5379 0.1360 -4.0564 0.012 -0.007 0.011 0.200
H 1.2383 -0.6691 -1.7621 -0.116 -0.081 -0.062 0.118
Br -4.8654 -1.0616 3.0569 -0.086 -0.056 0.048 0.123
C -3.4901 -0.0722 2.2556 0.133 0.081 -0.069 -0.117
C -3.3695 1.2935 2.4542 -0.073 -0.024 0.043 -0.174
C -2.3148 1.9477 1.8431 0.086 -0.028 -0.062 -0.210
C -1.4331 1.2305 1.0524 -0.042 0.017 0.118 0.040
N -1.5602 -0.0876 0.8438 -0.121 -0.008 0.171 -0.438
C -2.5692 -0.7228 1.4535 -0.011 0.094 -0.068 -0.005
H -4.0772 1.8248 3.0755 -0.002 -0.005 0.003 0.248
H -2.1679 3.0103 1.9744 -0.008 0.002 0.010 0.244
H -0.5881 1.6963 0.5696 0.009 0.013 -0.001 0.235
H -2.6402 -1.7891 1.2951 -0.030 -0.010 0.028 0.203
Te 3.2515 0.7071 0.2255 0.013 0.003 -0.303 0.238
C 3.4946 2.2786 1.5347 -0.156 0.090 0.002 -0.579
C 3.1673 3.5965 1.3185 0.076 -0.009 0.032 -0.259
C 3.4822 4.4275 2.4201 0.020 -0.024 0.016 -0.257
C 4.0526 3.7327 3.4487 -0.046 0.097 0.008 -0.407
S 4.1838 2.0738 3.0929 -0.030 -0.085 0.095 0.486
H 2.7292 3.9530 0.3974 0.021 -0.007 -0.019 0.229
H 3.3117 5.4934 2.4455 0.001 0.006 -0.005 0.235
H 4.4110 4.1258 4.3865 0.010 -0.009 0.006 0.248
```
Forces are in eV/Å.

Output
Orbital gap (alpha / beta): 7.541 / 5.805 eV
Energy relative to the best compared isomer or geometry (same formula, charge and spin): 2.527 eV
2S+1: 2
Total charge: +1


Here is a structure of composition C18H30BrN2OPReSi at a distorted geometry from OMol25. Energies are from ωB97M-V with the def2-TZVPD basis set.

The geometry in XYZ format:
```
55
Properties=species:S:1:pos:R:3:forces:R:3:nbo_charge:R:1
Re -0.2235 -0.3784 0.0969 0.830 0.322 1.538 0.712
Si -1.4986 1.3274 -0.8909 -1.018 1.368 -0.537 0.621
P -0.2207 -1.3624 -1.9444 -0.002 -0.665 -2.894 1.200
N 1.4106 0.3084 -0.1516 1.767 -0.168 -0.078 -0.633
H -1.5179 -1.0545 1.5717 -0.761 -2.293 0.861 0.124
C 0.6056 -2.9846 -2.1530 0.087 -0.165 0.372 -0.942
H 0.6490 -3.2418 -3.2177 -0.070 0.171 0.163 0.226
H 0.0637 -3.7707 -1.6169 0.150 0.221 -0.013 0.252
H 1.6281 -2.9296 -1.7669 -0.156 -0.029 0.030 0.248
C -1.8263 -1.7508 -2.7621 0.050 0.036 0.049 -0.957
H -1.6179 -2.2979 -3.6912 -0.080 0.151 0.169 0.229
H -2.3567 -0.8216 -3.0002 0.065 -0.179 0.077 0.247
H -2.4540 -2.3779 -2.1158 0.210 0.235 -0.178 0.243
C 0.6625 -0.4550 -3.2821 -0.128 0.041 0.056 -0.954
H 0.5173 -0.9690 -4.2392 -0.012 0.039 0.166 0.225
H 1.7345 -0.4289 -3.0600 -0.174 0.029 0.079 0.251
H 0.2925 0.5690 -3.3702 0.083 -0.140 0.053 0.256
C -3.3676 1.4162 -0.6293 -0.119 0.044 0.008 -1.091
H -3.6392 1.3209 0.4275 -0.113 -0.048 -0.159 0.211
H -3.8810 0.6476 -1.2181 -0.054 0.075 0.199 0.222
H -3.6937 2.4036 -0.9811 -0.078 -0.206 0.069 0.233
H -1.0646 2.6732 -0.4198 0.152 0.214 0.179 -0.188
H -1.4300 1.5243 -2.3618 0.147 -0.132 -0.280 -0.196
C 2.5302 0.9442 -0.5376 0.099 0.738 -0.398 0.083
C 4.9571 1.0980 -0.5913 -0.172 0.131 -0.056 -0.220
C 3.8143 0.4142 -0.2134 -0.636 0.188 -0.033 -0.208
C 2.4461 2.1667 -1.2719 0.127 -0.413 0.251 -0.258
C 3.6086 2.8243 -1.6462 -0.109 -0.159 0.098 -0.191
C 4.8618 2.3028 -1.3044 0.182 -0.004 0.023 -0.260
H 5.9281 0.6878 -0.3195 -0.127 0.149 -0.113 0.211
H 3.8238 -0.5251 0.3441 0.202 0.274 -0.170 0.208
H 1.4434 2.5451 -1.4978 0.432 -0.038 0.015 0.222
H 3.5314 3.7565 -2.2037 0.102 -0.158 0.111 0.210
H 5.7691 2.8414 -1.5839 -0.270 -0.183 0.056 0.209
C -1.4491 -2.2516 1.3736 0.449 1.010 0.209 0.116
O -0.2961 -2.3213 0.5767 -0.016 -0.711 0.152 -0.798
C -1.1755 -3.1235 2.6141 -0.619 0.451 0.282 -0.628
H -2.1036 -3.3081 3.1736 0.217 0.065 -0.025 0.201
H -0.4589 -2.6389 3.2915 -0.127 -0.114 -0.276 0.217
H -0.7609 -4.0988 2.3171 -0.125 0.393 -0.168 0.226
C -2.7117 -2.5865 0.5984 -0.563 -0.184 0.081 -0.648
H -2.5568 -3.4024 -0.1238 0.113 0.097 0.351 0.213
H -3.0954 -1.7165 0.0401 0.229 -0.249 0.185 0.218
H -3.4839 -2.8922 1.3098 -0.119 -0.018 -0.177 0.213
Br 2.3424 3.4927 3.9174 -0.287 -0.349 -0.037 0.093
C 0.7798 2.4818 3.5276 -0.113 -0.496 -0.261 -0.106
C -0.4079 2.7406 4.2058 -0.169 -0.179 -0.301 -0.183
C -1.5541 2.0574 3.8000 0.025 -0.420 -0.398 -0.234
C -1.4751 1.1598 2.7312 0.259 0.403 0.007 0.054
N -0.3183 0.8986 2.0957 0.509 -0.104 0.325 -0.481
C 0.8184 1.4986 2.5261 -0.742 0.722 0.206 0.041
H -0.4359 3.4689 5.0095 -0.016 -0.077 -0.119 0.240
H -2.5293 2.1928 4.2634 0.330 0.161 0.041 0.235
H -2.3656 0.6603 2.3300 0.406 0.228 0.293 0.219
H 1.7515 1.2650 2.0239 -0.249 -0.076 -0.084 0.246
```
Forces are in eV/Å.

Output
Orbital gap (alpha / beta): 5.340 / 6.946 eV
2S+1: 4